[1]
# C8H10BrNO4S

One molecule with the formula C8H10BrNO4S (ωB97M-V/def2-TZVPD, OMol25).

The HOMO-LUMO gap (spin up / spin down) comes out at 0.245 / 0.234 hartree. Its total charge is 0. As for the energy relative to the best compared isomer or geometry (same formula, charge and spin): 34.8 kcal per mole. The total energy is -3638.5895 hartree.

Structure (XYZ):
```
25
Properties=species:S:1:pos:R:3:forces:R:3:mulliken_charge:R:1
C -1.68473 1.68685 1.02167 1.1955 1.5653 -0.8889 0.573
C 0.00029 0.27995 -0.95077 -0.6350 -1.3768 0.3724 0.582
C -1.34729 -1.79188 -0.24786 -0.6823 1.5833 -0.3864 -0.899
C -2.57558 1.91582 2.02535 -0.4506 2.1200 1.7861 -0.761
C -0.86160 -0.45246 0.28939 -0.1283 0.8505 -5.1207 -0.508
C -3.16904 -0.09127 0.66586 -0.1650 -0.0671 -1.5915 -0.200
C 2.23976 -0.49905 0.04000 1.1930 -1.3408 0.3572 -1.004
C 1.40783 0.61703 -0.61630 1.8614 0.2910 -0.6134 -0.505
N -1.98631 0.43310 0.50727 -0.5227 -2.2250 0.8765 0.231
O -0.70857 2.29538 0.58656 -0.0630 0.1843 -0.1785 -0.670
O -0.51711 0.30697 -2.03491 0.1879 0.2101 0.6414 -0.573
O -3.98883 -2.28800 -0.40475 -0.6716 -0.2520 -0.6266 -0.634
O -2.86355 -2.53903 1.76519 0.0700 -0.0376 1.2545 -0.614
S -2.99282 -1.88047 0.51846 0.4466 -0.3653 -1.0919 1.113
Br -2.45240 3.67814 2.84990 -0.2737 -1.3715 -0.3812 -0.163
H -1.45789 -1.62302 -1.34281 -0.2581 -0.5338 0.6494 0.467
H -0.66721 -2.60156 -0.01283 -0.3309 -0.2469 0.2308 0.368
H -2.84998 1.08807 2.64336 -0.3797 0.0597 0.4709 0.480
H -0.24861 -0.49562 1.07872 1.9906 -0.1083 3.2603 0.781
H -4.10279 0.42439 0.37441 0.6479 -0.4152 0.6795 0.438
H 2.03664 -1.50755 -0.49436 -0.0303 1.2695 1.5026 0.228
H 2.05032 -0.41793 1.19745 0.5815 -1.0182 -2.2302 0.271
H 3.40093 -0.40890 -0.17956 -2.4473 0.3673 0.6924 0.333
H 2.00718 0.92446 -1.51490 -1.1595 0.1870 0.6392 0.422
H 1.35818 1.38699 0.14134 0.0231 0.6706 -0.3039 0.244
```
Forces are in eV/Å.

***

[2]
# C8H10ClF12MgO14S4

C8H10ClF12MgO14S4 as an isolated structure (ωB97M-V/def2-TZVPD, OMol25).

The HOMO-LUMO gap comes out at 0.196 hartree. Its total charge is -3. As for the energy relative to the best compared isomer or geometry (same formula, charge and spin): 75.4 kcal per mole. The total energy is -4815.7661 hartree.

Structure (XYZ):
```
50
Properties=species:S:1:pos:R:3:forces:R:3:mulliken_charge:R:1
Mg 1.10643 0.56216 -0.88252 1.2898 0.7791 -0.9483 1.847
Cl 2.90438 1.51182 -2.18678 0.1009 0.1616 -0.3971 -0.804
C -1.36169 4.35336 -1.31310 0.7390 0.6083 -1.3031 0.440
F -0.76623 4.82808 -2.45931 -0.0956 -0.2951 1.5266 -0.233
F -0.63361 4.81040 -0.22137 -1.8671 -0.2650 -1.7205 -0.175
F -2.64172 4.86734 -1.41379 1.4523 -0.2675 1.2133 -0.243
S -1.42458 2.49389 -1.38630 -1.8580 -3.8355 -3.4144 1.078
O -0.10166 2.03929 -0.92364 -2.4177 2.6198 -0.2076 -0.749
O -2.56666 2.14711 -0.51263 1.5120 0.9771 -0.1179 -0.766
O -1.73440 2.09672 -2.83125 1.1047 2.4645 4.1844 -0.677
C 1.64455 3.01799 2.82746 0.6269 -1.4859 -2.6761 0.518
F 2.52509 3.82287 3.45750 -1.1490 -0.3456 0.6080 -0.228
F 1.06800 2.06066 3.54572 0.4588 -0.0063 1.8198 -0.227
F 0.59685 3.70555 2.36462 0.5500 0.9178 -0.1156 -0.198
S 2.64127 2.05737 1.49413 2.3310 -1.4659 -4.3260 0.870
O 1.67091 1.13629 0.81999 0.5405 2.6201 3.1790 -0.569
O 3.20446 3.03825 0.51870 -1.4410 -0.8850 3.1362 -0.708
O 3.62362 1.19772 2.16436 -1.1516 2.1924 0.8951 -0.675
C -0.19738 -2.72906 -3.59311 1.3406 4.7225 2.3476 0.569
F 1.00028 -3.19129 -3.24842 0.1840 -0.2784 0.9185 -0.243
F -0.43965 -3.19680 -4.73111 -1.3811 -1.6886 -3.9687 -0.254
F -1.14455 -3.09543 -2.73943 -0.3995 -0.9271 0.6854 -0.248
S -0.19858 -0.72413 -3.66028 2.7982 1.8394 -0.3015 1.180
O 0.78339 -0.41513 -4.73456 -1.5403 -1.3250 1.8291 -0.734
O -1.52575 -0.26541 -3.92876 -1.0370 -1.3918 -0.5764 -0.684
O 0.20692 -0.26341 -2.29695 -0.9813 -2.4243 -3.0064 -0.399
C 2.65645 -3.50693 0.59099 1.2504 3.1832 -0.9112 0.499
F 3.72244 -4.30841 0.67625 -0.4042 -0.6174 0.0069 -0.258
F 1.73802 -4.02541 -0.23659 0.0074 -0.5582 0.8991 -0.186
F 2.20651 -3.30136 1.84702 -0.5155 -0.7774 -0.5955 -0.247
S 3.30014 -1.79767 -0.14126 4.0048 1.6688 0.4348 1.102
O 2.16543 -0.95925 -0.47703 0.2655 -2.8656 0.1804 -0.600
O 4.11083 -1.19571 0.94701 -1.6065 -1.9794 -1.0943 -0.719
O 4.15524 -2.19557 -1.27634 -1.7707 -0.4563 1.1264 -0.736
C -0.48355 -1.74178 0.12865 -0.1157 -0.6538 0.8381 -0.131
O -0.41151 -0.32545 0.26546 -1.4865 -0.3383 0.8367 0.445
C -0.89472 0.23509 1.51121 -0.5815 -0.5019 0.5144 -0.118
C -2.40416 0.00400 1.87176 0.1062 -0.4026 -2.4785 -1.072
O -2.59431 -1.17674 2.60231 -0.9345 -1.3533 1.5351 -0.361
C -3.94713 -1.62019 2.53738 0.0236 0.4615 0.0677 -0.884
H -0.30926 -2.04471 -0.90380 -0.2443 0.5075 0.3181 -0.355
H -1.40255 -2.16479 0.53437 -0.6504 0.3758 -0.4360 0.399
H 0.23936 -2.29093 0.73193 0.5384 0.5635 0.1751 0.038
H -0.69939 1.30729 1.52903 0.0638 -0.2614 -0.5485 -0.018
H -0.29716 -0.20684 2.30853 0.0691 -0.0356 0.2275 0.603
H -2.97789 -0.18544 0.96454 0.3803 0.4257 -0.8208 0.486
H -2.98672 0.82531 2.28909 0.6757 0.5032 0.6057 0.473
H -4.18746 -2.16854 1.62653 0.3709 -0.2260 -0.2560 0.317
H -4.67531 -0.80917 2.54834 0.1446 0.6344 -0.0417 0.353
H -4.26321 -2.21321 3.39558 0.6996 -0.3118 0.1534 0.280
```
Forces are in eV/Å.

***

[3]
# C8H10F3N2

An isolated ion of composition C8H10F3N2 and charge +1 (ωB97M-V/def2-TZVPD, OMol25).

Its SMILES is CC1=C[NH+]=CN=C(C)[C@@H]1C(F)(F)F. The HOMO-LUMO gap comes out at 0.338 hartree. Its total charge is +1. As for the energy relative to the best compared isomer or geometry (same formula, charge and spin): 0.0 kcal per mole. The total energy is -719.6479 hartree.

Structure (XYZ):
```
23
Properties=species:S:1:pos:R:3:forces:R:3:mulliken_charge:R:1
C 0.70397 -0.26921 -0.41381 -0.3185 0.3055 0.7959 -0.227
C -1.79995 -1.66949 -0.77763 -0.2729 -3.0227 -0.9035 -0.153
C -0.37832 0.94869 -0.60328 1.8475 -0.7605 -0.0880 0.587
C -0.01189 -1.07374 0.64996 -0.7334 -0.0072 -1.0430 0.681
C -1.67019 0.72064 -0.97435 1.6274 2.0446 1.3338 -0.224
C 0.11163 2.35106 -0.33444 0.4093 -1.0558 1.8393 -1.634
C 0.35408 -0.93552 2.06533 3.9536 0.1790 -0.7833 -1.393
C 2.30275 -0.19781 -0.00893 -2.5796 1.3622 -2.7495 0.661
N -0.98901 -1.82193 0.21803 0.9299 0.6904 1.4518 -0.390
N -2.21952 -0.49383 -1.22055 -1.4474 -1.7929 -1.5311 -0.076
F 2.99974 0.35155 -1.00769 -0.0977 0.0289 -0.1508 -0.262
F 2.40788 0.55305 1.03398 0.7239 1.5405 1.8584 -0.223
F 2.83013 -1.35791 0.25412 -0.1361 -1.3424 0.0583 -0.237
H 0.59438 -0.85604 -1.27990 0.4305 -0.6764 -1.3668 0.581
H -2.18304 -2.69785 -1.24810 0.4165 2.7523 0.9052 0.322
H -2.34968 1.59738 -0.94965 0.4323 -0.7822 -0.4648 0.411
H -0.16172 3.06061 -1.05380 -0.4931 0.7680 -1.3979 0.498
H 1.20054 2.42211 -0.17994 -0.5495 -0.1809 -0.1105 0.310
H -0.38801 2.66673 0.58020 0.2338 0.2888 0.2765 0.347
H 1.32876 -1.57430 2.31103 -2.0763 1.0268 -0.6141 0.313
H -0.44157 -1.27879 2.61565 -1.6085 -0.4263 1.8558 0.450
H 0.75349 0.11486 2.21933 -1.1366 -1.2588 0.2608 0.353
H -2.99444 -0.56027 -1.89556 0.4446 0.3192 0.5674 0.306
```
Forces are in eV/Å.